Formula: C26H63B4NO6
Source: the OMol25 dataset
Level of theory: ωB97M-V/def2-TZVPD

Last column: Mulliken charge in e.
Atoms and positions in Å:
C 7.255091 -3.437310 -0.447294  -0.550
O 7.543639 -2.293152 -1.228962  -0.412
C 6.490648 -1.353929 -1.274801  -0.671
C 6.050989 -0.800913 0.057832  -0.276
C 4.931388 0.215124 -0.114817  0.022
C 4.694038 0.974152 1.174140  -0.864
C 3.414429 1.800306 1.172037  -0.891
C 2.120258 1.065332 0.792588  -0.947
B 1.760166 -0.229916 1.603509  0.134
O 2.665242 -1.193807 2.018500  -0.307
B 2.265752 -2.461487 1.584235  0.349
N 3.277044 -3.469684 1.366573  -0.634
O 0.936359 -2.762539 1.388966  -0.428
B 0.127470 -1.667460 1.135881  0.394
C -1.008998 -1.600255 0.053912  -0.426
B -0.853283 -2.718367 -1.059674  0.737
O -1.003124 -4.039142 -0.718692  -0.516
O -0.555654 -2.395239 -2.353759  -0.566
O 0.420889 -0.517459 1.861579  -0.010
H 7.643078 -3.294974 0.556619  0.255
H 7.742350 -4.300961 -0.883522  0.281
H 6.186725 -3.636448 -0.416588  0.163
H 5.635668 -1.808830 -1.791516  0.364
H 6.803629 -0.515466 -1.886052  0.330
H 5.696060 -1.566842 0.740164  0.070
H 6.870251 -0.300162 0.564982  0.254
H 4.032766 -0.254652 -0.500345  0.194
H 5.281040 0.914932 -0.872848  0.160
H 4.737652 0.301971 2.020773  0.416
H 5.524210 1.667139 1.284832  0.585
H 3.261509 2.312918 2.114012  0.363
H 3.555668 2.586860 0.432759  0.222
H 1.288937 1.749589 0.926758  0.408
H 2.099242 0.796913 -0.262171  0.451
H 3.315562 -3.675538 0.371253  0.248
H 4.172259 -3.071602 1.630048  0.294
H -0.897313 -0.628688 -0.426832  0.167
H -2.015616 -1.609330 0.463148  0.038
H -0.219206 -4.527198 -1.018035  0.276
H -0.180635 -1.502276 -2.406174  0.306
C -6.645982 -0.753457 3.625726  -1.419
C -5.628753 -1.128006 2.551755  -0.084
C -5.859563 -2.514331 1.953076  -0.313
C -5.744252 -3.674559 2.942568  -1.049
C -4.401923 -3.762657 3.666109  -0.513
C -3.225764 -3.984390 2.720210  -0.592
H -6.600299 -1.430898 4.479548  0.347
H -6.460302 0.255251 3.997435  0.417
H -7.661522 -0.779757 3.224292  0.267
H -4.618071 -1.056660 2.963606  0.340
H -5.682741 -0.390125 1.745984  0.114
H -5.154467 -2.664891 1.130335  0.360
H -6.856222 -2.541310 1.500766  0.252
H -5.918527 -4.609256 2.400615  0.409
H -6.544949 -3.606510 3.684572  0.356
H -4.445229 -4.590770 4.378213  0.380
H -4.231163 -2.860267 4.259779  0.249
H -3.355924 -4.902298 2.144575  0.305
H -2.295141 -4.071129 3.283229  0.431
H -3.107256 -3.155876 2.020692  -0.247
C 7.992620 4.886107 -4.449785  -1.220
C 8.368368 4.283003 -3.099211  -0.578
C 7.192590 3.624367 -2.380314  -0.445
C 6.041405 4.564496 -2.019817  -0.436
C 6.429507 5.751017 -1.139916  -0.443
C 6.973259 5.339123 0.225326  -1.049
H 7.254573 5.682717 -4.345914  0.289
H 8.869362 5.313798 -4.937535  0.385
H 7.579410 4.124333 -5.113997  0.293
H 8.815219 5.053981 -2.465800  0.271
H 9.144167 3.529116 -3.254434  0.368
H 7.561144 3.136851 -1.472594  0.299
H 6.797108 2.821988 -3.012091  0.390
H 5.267369 3.982702 -1.507125  0.053
H 5.575215 4.939013 -2.935359  0.363
H 5.544412 6.375202 -0.992580  0.368
H 7.162479 6.379066 -1.653114  0.269
H 6.239136 4.742702 0.772037  0.166
H 7.205104 6.217789 0.828548  0.383
H 7.889389 4.753580 0.136011  0.284
C -10.798992 0.932611 -1.674565  -1.246
C -10.050384 -0.137200 -0.884600  -0.516
C -8.878846 0.414290 -0.073986  -0.006
C -7.769026 1.062699 -0.902905  -0.776
C -7.138891 0.153984 -1.957391  -0.556
C -6.460615 -1.072766 -1.357300  -0.841
H -10.156633 1.412927 -2.413963  0.284
H -11.643736 0.496102 -2.209045  0.387
H -11.188357 1.705756 -1.009071  0.297
H -9.704075 -0.919313 -1.565646  0.258
H -10.749101 -0.620389 -0.196836  0.405
H -8.456962 -0.393687 0.532069  -0.246
H -9.257359 1.154982 0.637575  0.448
H -6.986294 1.408027 -0.219492  0.374
H -8.154080 1.961091 -1.393416  0.375
H -6.397938 0.733475 -2.514381  0.358
H -7.889314 -0.161056 -2.687459  0.273
H -5.682449 -0.775415 -0.651138  0.078
H -5.993792 -1.677963 -2.135976  0.462
H -7.173123 -1.708821 -0.830915  0.190

Atomic forces in eV per Å
0.161 0.343 -0.152
0.137 0.050 -0.160
-0.194 -0.316 0.078
-0.389 0.132 0.203
0.621 0.050 -0.068
-0.211 0.318 -0.019
-0.070 -0.036 -0.725
0.173 -0.063 0.944
-0.118 0.547 1.049
-0.145 -0.029 -0.854
0.738 -0.757 1.071
-0.083 0.879 -0.280
0.062 0.266 -1.157
-1.198 -0.030 0.968
0.490 -0.437 -0.705
-0.479 0.148 0.664
0.630 -0.119 0.031
0.848 0.293 -0.158
0.234 0.179 -1.069
-0.107 -0.090 0.339
0.178 -0.073 -0.178
-0.259 -0.059 0.074
-0.174 -0.050 0.024
0.361 0.028 -0.256
0.019 -0.356 0.082
0.377 0.015 0.000
-0.199 -0.202 -0.005
-0.244 0.275 -0.260
-0.130 -0.261 0.228
0.223 0.113 0.196
0.092 -0.005 0.343
0.012 0.281 -0.093
-0.245 0.156 -0.070
0.102 -0.083 -0.278
0.005 -0.608 0.222
0.110 -0.216 -0.116
-0.141 0.362 0.115
-0.113 -0.107 0.322
-0.638 -0.187 -0.165
-0.454 -0.298 -0.199
0.103 0.050 -0.015
-0.116 0.007 0.006
0.037 0.002 -0.035
-0.047 0.043 0.068
0.012 -0.081 -0.097
0.044 0.041 0.199
-0.020 -0.010 -0.001
-0.033 0.002 0.015
-0.012 -0.030 0.015
0.011 -0.014 -0.018
0.030 0.005 -0.003
-0.020 -0.027 -0.006
-0.005 0.013 -0.004
0.022 -0.010 0.002
-0.010 0.021 -0.014
0.002 0.016 0.023
-0.030 0.006 0.004
0.011 0.032 -0.062
0.034 -0.023 -0.056
-0.007 -0.029 -0.038
0.086 0.031 0.070
-0.049 -0.025 -0.102
0.002 -0.058 0.080
-0.020 0.021 -0.067
-0.049 -0.068 0.100
0.024 0.106 -0.059
-0.016 -0.007 -0.012
-0.015 0.003 -0.031
-0.036 0.010 0.000
-0.006 -0.011 0.026
0.020 0.010 0.032
-0.008 -0.003 -0.002
0.016 -0.005 -0.012
-0.001 0.006 0.014
0.005 -0.010 -0.006
0.012 0.027 -0.022
-0.002 -0.007 -0.023
0.017 -0.034 -0.004
-0.001 -0.021 0.033
-0.007 -0.021 0.011
0.003 -0.115 -0.022
-0.056 0.095 0.025
0.035 -0.059 0.033
-0.040 0.052 -0.041
0.082 0.002 0.091
-0.023 0.006 -0.163
0.000 0.020 0.006
-0.014 0.031 -0.007
0.024 0.029 -0.009
0.022 -0.011 0.015
0.010 -0.034 -0.008
0.019 0.015 0.001
-0.015 -0.002 0.002
0.020 -0.008 -0.011
-0.019 0.000 0.017
-0.017 -0.001 -0.027
-0.024 0.025 0.008
-0.014 -0.029 0.038
0.021 -0.019 0.029
0.024 -0.009 0.028

Computed properties:
HOMO level = -9.84 eV
orbital gap = 0.3616 Eh


Formula: C26H64N3O7P
Source: the OMol25 dataset
Level of theory: ωB97M-V/def2-TZVPD

Last column: Mulliken charge in e.
Atoms and positions in Å:
C 0.133299 -1.123153 -0.361619  -0.557
O 1.486789 -0.957127 -0.708881  -0.307
C 2.160380 -2.178742 -0.908054  -0.712
C 3.602449 -1.875583 -1.288746  -0.506
C 4.499253 -1.585992 -0.086034  -0.547
C 5.962061 -1.311967 -0.466665  0.211
C 7.037923 -1.939140 0.436873  -0.712
C 7.688403 -1.031690 1.489970  -0.785
C 6.776433 -0.498314 2.611619  -0.799
P 5.917892 1.116994 2.239470  -0.041
H 0.006320 -1.892137 0.413677  0.327
H -0.470745 -1.398865 -1.238279  0.294
H -0.233161 -0.176846 0.036120  0.019
H 2.120787 -2.769461 0.024077  0.368
H 1.663394 -2.769079 -1.693498  0.363
H 3.587229 -1.004049 -1.955773  0.221
H 4.017060 -2.712648 -1.866542  0.471
H 4.071410 -0.736947 0.451820  -0.004
H 4.452306 -2.444870 0.600816  0.297
H 6.126597 -1.687945 -1.484194  -0.094
H 6.135190 -0.229234 -0.525234  0.373
H 7.842408 -2.309900 -0.206868  0.134
H 6.617041 -2.819995 0.943148  0.425
H 8.172269 -0.182238 0.987187  0.279
H 8.499769 -1.604526 1.956429  0.407
H 6.061045 -1.268347 2.918753  0.364
H 7.395418 -0.283815 3.489382  0.449
H 4.583783 0.672747 2.341350  -0.010
H 5.882777 1.590746 3.570055  0.030
C 7.674401 -3.374813 -7.511224  -0.749
O 8.796542 -2.598202 -7.155123  -0.350
C 8.697289 -1.223022 -7.501123  -0.783
C 8.700996 -0.360077 -6.260483  -0.215
N 7.506594 -0.593356 -5.468755  -0.298
C 7.460035 0.112429 -4.197007  -0.766
C 8.522988 -0.225655 -3.159843  -0.616
O 8.430969 -1.548946 -2.666503  -0.275
C 9.144550 -2.533318 -3.385605  -0.766
H 7.911234 -4.408378 -7.265614  0.247
H 6.770023 -3.076951 -6.968560  0.309
H 7.464584 -3.306658 -8.583984  0.357
H 7.781797 -1.048478 -8.075023  0.421
H 9.554811 -0.963035 -8.127486  0.386
H 8.720910 0.691044 -6.566273  0.352
H 9.636817 -0.558210 -5.717132  0.189
H 7.406328 -1.587800 -5.307606  0.154
H 6.482637 -0.072257 -3.744605  0.361
H 7.518372 1.187622 -4.399665  0.395
H 8.368552 0.431393 -2.300031  0.350
H 9.537475 -0.043698 -3.535994  0.470
H 10.061416 -2.122529 -3.819951  0.324
H 8.554919 -2.977176 -4.193547  0.270
H 9.411990 -3.322249 -2.682589  0.263
C -5.334074 -1.525174 5.677596  -0.848
O -5.770676 -0.613862 4.694150  -0.331
C -5.554688 0.755057 5.017869  -1.049
C -4.577475 1.386466 4.055150  0.066
N -3.250238 0.815379 4.206884  -0.289
C -2.264648 1.287710 3.246170  -0.832
C -2.516785 1.005085 1.770410  -0.343
O -2.485835 -0.371071 1.438212  -0.338
C -3.716424 -1.056969 1.546832  -0.588
H -5.627467 -2.519356 5.345230  0.256
H -4.247171 -1.501648 5.816179  0.323
H -5.804077 -1.324120 6.646200  0.352
H -5.192217 0.847539 6.046432  0.532
H -6.509216 1.283163 4.943388  0.468
H -4.531635 2.460271 4.260500  0.374
H -4.989965 1.273174 3.041372  -0.076
H -3.317251 -0.193520 4.154234  0.188
H -1.299337 0.849971 3.510670  0.394
H -2.165636 2.372537 3.364382  0.411
H -1.712329 1.477633 1.200691  0.373
H -3.461646 1.443289 1.425667  0.238
H -4.559953 -0.398479 1.315975  0.185
H -3.877918 -1.479758 2.542897  0.237
H -3.700805 -1.873246 0.824914  0.306
C -11.137507 4.803001 -0.388940  -0.749
O -11.551619 3.858505 0.573157  -0.355
C -11.637520 2.523766 0.092177  -0.796
C -10.648454 1.634935 0.810142  -0.174
N -9.285078 2.019258 0.490603  -0.276
C -8.253905 1.293400 1.217745  -1.069
C -8.210965 1.442865 2.732754  -0.055
O -7.856719 2.740019 3.174985  -0.352
C -8.930219 3.643104 3.346179  -0.647
H -11.190879 5.782518 0.082533  0.246
H -10.111844 4.627664 -0.732996  0.312
H -11.795214 4.797037 -1.264633  0.356
H -11.445889 2.502855 -0.985227  0.423
H -12.651939 2.157692 0.271668  0.390
H -10.808090 0.601327 0.486249  0.340
H -10.878275 1.677862 1.885043  0.191
H -9.176534 3.012825 0.652188  0.177
H -7.283349 1.606049 0.824040  0.418
H -8.360799 0.226848 0.991183  0.379
H -7.434087 0.768746 3.103865  0.109
H -9.155207 1.136288 3.200036  0.367
H -9.831969 3.126361 3.689574  0.332
H -9.177614 4.182929 2.427145  0.169
H -8.630860 4.368517 4.101897  0.273

Atomic forces in eV per Å
-0.132 -0.014 0.073
0.057 0.133 0.089
0.115 -0.089 -0.021
0.038 -0.002 -0.082
-0.054 -0.058 0.223
0.062 0.108 -0.197
0.006 -0.056 0.123
-0.015 0.063 -0.040
0.170 -0.185 0.041
-0.054 -0.123 0.010
0.002 0.099 -0.075
0.044 -0.033 0.103
0.030 -0.092 -0.080
0.020 -0.009 -0.146
0.003 0.096 0.022
0.024 -0.141 0.013
-0.059 0.073 0.125
0.007 -0.029 0.093
0.004 0.107 -0.131
-0.002 0.036 0.150
-0.034 -0.079 -0.061
-0.064 0.055 0.077
0.048 0.089 -0.057
-0.062 -0.106 0.029
-0.096 0.059 -0.041
0.060 0.123 -0.030
-0.048 -0.074 -0.112
-0.118 -0.004 -0.145
0.048 0.078 0.034
-0.025 -0.043 -0.077
0.022 0.006 0.124
-0.085 0.008 -0.095
0.033 0.027 0.033
0.037 -0.106 0.014
-0.051 0.075 -0.021
0.033 0.016 0.014
-0.040 -0.087 0.023
0.047 0.012 -0.008
-0.014 -0.005 0.003
0.025 0.036 0.010
0.015 -0.018 -0.006
0.013 0.049 0.014
0.003 -0.028 -0.020
0.000 0.004 0.017
-0.004 0.009 -0.004
-0.013 0.003 0.012
-0.001 0.003 -0.007
-0.009 0.000 -0.002
0.024 -0.013 0.015
-0.026 0.020 -0.026
0.018 -0.018 0.016
0.009 0.029 -0.011
-0.002 -0.001 -0.003
-0.031 -0.037 0.071
0.049 -0.022 -0.111
-0.070 0.143 0.154
0.005 0.015 -0.053
-0.050 -0.096 -0.041
0.038 0.060 0.046
-0.046 0.017 -0.032
0.028 -0.053 0.038
-0.018 0.001 -0.036
0.011 -0.008 0.006
-0.006 0.035 -0.020
-0.019 -0.012 -0.005
0.054 0.001 -0.029
0.024 -0.027 0.055
0.020 -0.001 -0.007
-0.010 0.028 0.008
0.025 -0.004 -0.004
-0.003 0.001 0.007
0.007 -0.001 0.008
-0.007 -0.012 -0.026
0.009 0.024 0.038
-0.011 -0.016 -0.029
-0.006 0.035 0.010
-0.002 -0.004 0.004
-0.047 0.049 -0.065
0.081 -0.012 0.099
-0.014 0.007 -0.127
0.004 -0.033 0.045
-0.019 0.095 0.041
0.004 -0.004 -0.052
0.034 -0.164 0.007
0.061 0.044 -0.010
-0.026 0.004 0.018
0.011 0.007 -0.008
-0.006 -0.040 0.020
-0.015 0.016 0.010
0.006 -0.051 0.012
-0.019 0.028 -0.009
0.013 -0.004 0.011
0.001 -0.006 -0.005
0.014 0.000 -0.002
0.000 -0.005 -0.007
0.000 0.000 -0.005
-0.072 -0.007 -0.013
-0.006 0.010 -0.030
0.001 0.012 0.027
-0.009 -0.024 -0.002
0.002 0.004 -0.006

Computed properties:
HOMO level = -8.60 eV
SMILES string = COCCCCCCCP.COCCNCCOC.COCCNCCOC.COCCNCCOC
orbital gap = 0.3491 Eh


Among the records above, which one has the lowest HOMO level?
C26H63B4NO6


The lowest orbital gap belongs to which entry?
C26H64N3O7P


Which of these has the highest orbital gap?
C26H63B4NO6


Which of these has the highest orbital gap?
C26H63B4NO6